Record 1
Density functional theory data (ωB97M-V/def2-TZVPD) for a molecular structure, C2Cl4O2S2 in a non-equilibrium geometry.

Results
Max |F| in eV/A: 2.09
E_HOMO (spin up / spin down) in hartree: -0.367 / -0.349
Energy above the lowest of the compared OMol25 structures with the same formula, charge and spin in eV: 2.3189
Frontier orbital gap (spin up / spin down) in eV: 7.8 / 5.3
Net charge: 0

Each line ends with the Löwdin charge.
Atoms and positions in Å:
C1 0.917006 0.736000 0.131921  -1.14
C2 -1.071194 -0.491340 -0.048176  -1.53
O1 0.122936 0.402854 -2.365070  -0.47
O2 -0.720296 1.138803 2.179574  -0.49
S1 0.459640 -0.416163 -1.228048  0.70
S2 -0.057745 0.058384 1.492131  0.78
Cl1 1.966246 1.982850 0.122710  0.78
Cl2 2.359486 -2.058552 0.075609  0.06
Cl3 -1.750738 -2.079622 0.121445  0.61
Cl4 -2.225341 0.726787 -0.482096  0.70

Forces on atoms 1 to 3 (eV/Å):
C -0.8 -1.7 -0.1
C 0.5 -0.3 0.2
O 0.0 0.2 -1.3

---

Record 2
Density functional theory data (ωB97M-V/def2-TZVPD) for 10 unconnected molecules or ions with the total composition C37H91N3O17 in a non-equilibrium geometry.

Results
Max |F| in eV/A: 5.03
E_HOMO in hartree: -0.316
Energy above the lowest of the compared OMol25 structures with the same formula, charge and spin in eV: 4.8186
Frontier orbital gap in eV: 9.0
Net charge: 0

Each line ends with the Löwdin charge.
Atoms and positions in Å:
C1 0.076430 3.647070 21.438640  -0.05
N1 0.030860 2.657780 20.369920  0.02
C2 -1.070720 2.239010 19.808700  -0.60
C3 -0.913630 1.543070 18.483110  0.01
O1 -2.182470 2.520310 20.245840  0.02
H1 1.122730 3.902390 21.606450  0.07
H2 -0.357430 3.312060 22.380780  0.08
H3 -0.444340 4.556540 21.139000  0.07
H4 0.905630 2.510240 19.887090  0.06
H5 -1.794770 1.468750 17.845790  0.08
H6 -0.825520 0.533360 18.884140  0.08
H7 -0.097530 1.983750 17.910520  0.07
C4 -2.827070 8.576690 19.080690  -0.04
N2 -1.704440 8.073590 19.836450  -0.01
C5 -0.461930 7.996870 19.427240  -0.53
C6 0.640900 7.670660 20.446720  0.00
O2 -0.065620 8.358810 18.273410  -0.03
H8 -3.636100 8.972110 19.694860  0.09
H9 -3.087670 7.575050 18.738790  0.07
H10 -2.569030 9.312830 18.319370  0.09
H11 -1.784020 7.930360 20.833070  0.14
H12 0.853570 6.611600 20.592520  0.05
H13 0.377280 8.119990 21.404170  0.07
H14 1.475830 8.293860 20.126410  0.08
C7 5.235390 2.139790 18.591460  0.01
N3 4.247680 3.212540 18.253610  0.05
C8 2.975180 3.259250 18.534020  -0.62
C9 2.303470 4.519810 18.341430  0.04
O3 2.404170 2.267120 18.894550  0.03
H15 5.578700 1.766060 17.626800  0.07
H16 4.878110 1.356670 19.260170  0.09
H17 6.060460 2.684250 19.050730  0.06
H18 4.459190 3.884380 17.529740  0.07
H19 1.991100 4.888160 19.318590  0.08
H20 1.450320 4.383130 17.676930  0.09
H21 3.007700 5.249770 17.942270  0.08
C10 2.429650 5.757330 14.173970  -0.11
O4 3.234540 5.370100 15.260080  -0.18
C11 4.612690 5.337580 14.877500  -0.18
C12 5.588960 4.842470 15.952080  -0.19
O5 5.513480 5.526470 17.178920  -0.21
C13 6.067900 6.814840 17.192580  -0.08
H22 2.426250 4.973400 13.416650  0.09
H23 2.583310 6.747570 13.745120  0.09
H24 1.473480 5.894800 14.678890  0.09
H25 5.050940 6.299340 14.610940  0.12
H26 4.772760 4.790880 13.948200  0.12
H27 6.569170 4.989940 15.498710  0.13
H28 5.507940 3.791040 16.227810  0.11
H29 5.472340 7.543350 16.642410  0.10
H30 7.075030 6.758440 16.779550  0.09
H31 6.223630 7.153580 18.216840  0.07
C14 2.377170 1.930820 15.273970  -0.09
O6 3.153360 2.064770 14.091810  -0.18
C15 4.253180 1.187960 13.942440  -0.18
C16 4.669350 0.915890 12.409160  -0.19
O7 4.897110 2.176140 11.830910  -0.22
C17 5.618950 2.162530 10.573120  -0.07
H32 2.932190 1.707450 16.185100  0.07
H33 1.719320 1.061750 15.280700  0.09
H34 1.776190 2.830710 15.404760  0.08
H35 4.040610 0.214410 14.384150  0.12
H36 5.140450 1.629200 14.396480  0.11
H37 3.848950 0.411990 11.898140  0.12
H38 5.621060 0.389950 12.484820  0.12
H39 5.417260 3.065070 9.996200  0.09
H40 5.261840 1.229790 10.136570  0.08
H41 6.691360 2.063310 10.741020  0.08
C18 8.722140 1.737980 16.491000  -0.17
O8 9.558020 0.993950 17.261360  -0.19
C19 10.660320 1.738980 17.921680  -0.12
C20 11.542790 0.808660 18.786860  -0.16
O9 12.518100 1.571670 19.536420  -0.21
C21 13.722640 1.880440 18.812670  -0.09
H42 8.070870 2.332730 17.131480  0.07
H43 8.060190 1.064380 15.946780  0.09
H44 9.268030 2.303890 15.736110  0.09
H45 10.050450 2.342070 18.594320  0.10
H46 11.159250 2.452700 17.266110  0.12
H47 12.052580 -0.034280 18.320300  0.12
H48 10.898760 0.350490 19.537460  0.13
H49 13.288790 2.567090 18.085770  0.07
H50 14.229680 1.094830 18.252460  0.08
H51 14.377220 2.424920 19.493240  0.09
C22 9.625990 7.321500 19.240510  -0.07
O10 9.947540 5.960610 19.578450  -0.18
C23 8.947910 5.254090 20.244580  -0.21
C24 9.485730 3.934250 20.952700  -0.12
O11 8.423240 2.961650 20.876980  -0.20
C25 7.325970 3.148210 21.698080  -0.12
H52 10.544840 7.905600 19.291870  0.09
H53 8.982920 7.643490 20.059580  0.07
H54 9.090730 7.529410 18.314020  0.07
H55 8.221470 5.053490 19.457100  0.12
H56 8.439840 5.799900 21.039600  0.09
H57 9.726180 4.123400 21.998890  0.12
H58 10.401980 3.715840 20.404180  0.11
H59 7.354260 2.532770 22.597260  0.09
H60 6.367690 3.016810 21.195570  0.08
H61 7.306890 4.178160 22.054360  0.08
C26 -1.617320 4.098690 16.212130  -0.10
O12 -2.644140 3.596790 17.024580  -0.15
C27 -3.692300 4.454450 17.331090  -0.22
C28 -4.772490 4.568370 16.271060  -0.19
O13 -4.267410 4.966530 15.009500  -0.19
C29 -3.699340 6.253020 14.929700  -0.12
H62 -1.601330 5.180650 16.080900  0.08
H63 -1.501480 3.644410 15.228100  0.10
H64 -0.674870 3.925420 16.731620  0.06
H65 -3.503810 5.466280 17.689950  0.10
H66 -4.171070 3.906100 18.142380  0.13
H67 -5.562140 5.247030 16.593520  0.12
H68 -5.171790 3.577470 16.054770  0.13
H69 -3.227530 6.655700 15.825990  0.07
H70 -4.410730 6.937650 14.467830  0.08
H71 -2.923390 6.143500 14.172070  0.09
C30 3.685670 6.139980 22.643440  -0.13
O14 4.320530 5.596290 21.551680  -0.21
C31 5.278810 6.362930 20.719120  -0.14
C32 5.919100 7.579250 21.372810  -0.22
O15 6.629200 7.214950 22.561010  -0.22
C33 6.746570 8.338140 23.527990  -0.05
H72 4.534520 6.198770 23.324680  0.09
H73 2.765640 5.609270 22.888400  0.09
H74 3.291890 7.112980 22.349660  0.08
H75 4.594940 6.758980 19.968420  0.12
H76 6.001370 5.703710 20.238040  0.10
H77 5.141540 8.304630 21.612190  0.11
H78 6.632170 7.953210 20.638110  0.11
H79 5.740030 8.635780 23.821920  0.08
H80 7.383200 9.100850 23.079570  0.09
H81 7.093940 7.958430 24.488850  0.08
C34 -0.885470 -2.764950 21.319600  -0.08
O16 0.220820 -2.130850 20.591330  -0.20
C35 0.595470 -0.888070 21.216460  -0.20
C36 1.829660 -0.185780 20.556190  -0.15
O17 3.153590 -0.822950 20.692540  -0.20
C37 3.300850 -2.213350 20.455150  -0.12
H82 -1.759850 -2.115910 21.367650  0.08
H83 -0.579800 -3.077330 22.318140  0.08
H84 -1.201850 -3.687200 20.832310  0.08
H85 0.885090 -1.039870 22.256260  0.12
H86 -0.291940 -0.258980 21.286060  0.11
H87 1.874440 0.850180 20.892170  0.10
H88 1.639640 -0.120690 19.484860  0.10
H89 2.915490 -2.401870 19.453120  0.08
H90 2.781860 -2.871640 21.151870  0.08
H91 4.368690 -2.382110 20.316060  0.08

Forces on atoms 1 to 3 (eV/Å):
C -0.1 -0.2 -0.2
N 2.1 0.8 1.5
C -2.9 1.4 -1.8